The following is a DFT calculation (the ωB97M-V functional and the def2-TZVPD basis) of a molecular structure, C35H46BN9OS4Ti in a non-equilibrium geometry.

XYZ file:
```
97
C35H46BN9OS4Ti (the ωB97M-V functional and the def2-TZVPD basis)
Ti -1.53241 -2.38367 2.02054
C -2.92531 4.81586 -0.85624
C -2.15074 3.60542 -1.20921
C -1.64780 3.32909 -2.41474
C -1.03179 2.08655 -2.74175
N -0.87069 1.10482 -1.88745
N -1.20682 1.50002 -0.56370
B -0.64136 0.52857 0.49739
N -0.18343 1.09957 1.76256
N 0.62292 2.17823 1.40693
C 1.26294 2.77199 2.31303
C 1.07863 2.34899 3.69191
C 0.30917 1.32233 4.12172
C 0.05183 0.93659 5.56445
C -0.38122 0.69226 3.03531
S -1.58890 -0.51541 3.41087
C 2.26892 3.90360 1.89165
C 3.74098 3.25810 1.88605
C 2.01512 4.98511 2.93635
C 1.90890 4.49628 0.50158
N 0.08409 -0.69159 -0.04451
N 1.45545 -0.52868 -0.16191
C 2.00469 -1.14299 -1.28731
C 1.37447 -2.17111 -1.99532
C 0.04254 -2.38623 -1.77577
C -0.75690 -3.44970 -2.44656
C -0.55985 -1.69210 -0.68152
S -2.21035 -1.93453 -0.16259
C 3.45398 -0.73483 -1.46864
C 4.13445 -1.43401 -2.63438
C 4.22113 -1.20961 -0.13609
C 3.47408 0.78998 -1.61343
C -2.02670 2.53637 -0.21373
S -2.88163 2.49636 1.24528
C -0.56618 1.73122 -4.18658
C -1.93135 1.72360 -4.93266
C 0.11406 0.38074 -4.40781
C 0.35830 2.92996 -4.61293
H -2.38063 5.30091 -0.01934
H -3.96604 4.48232 -0.55797
H -2.95941 5.40753 -1.75694
H -1.82922 4.08333 -3.16427
H 1.64703 2.99813 4.42918
H -0.40894 -0.04905 5.73681
H -0.62326 1.59683 6.07444
H 0.96275 0.91489 6.15853
H 4.03100 3.20040 2.92952
H 4.39324 3.89889 1.23209
H 3.74084 2.23947 1.45086
H 2.34115 4.74779 3.95538
H 0.94559 5.22486 2.93661
H 2.54858 5.92792 2.70329
H 1.54819 3.75284 -0.19748
H 2.76178 5.08346 0.16557
H 1.12466 5.19890 0.57407
H 1.84260 -2.48703 -2.94179
H -0.23525 -3.68334 -3.39691
H -1.80479 -3.22052 -2.52466
H -0.55666 -4.43099 -1.87884
H 4.35192 -2.48475 -2.40819
H 5.05316 -1.01568 -2.92364
H 3.40952 -1.46444 -3.46694
H 4.38011 -2.28250 -0.29799
H 3.51934 -1.09351 0.66763
H 5.11014 -0.56115 0.08016
H 3.04248 1.08076 -2.52468
H 4.46654 1.21715 -1.55385
H 2.83730 1.16753 -0.77196
H -2.60767 0.91265 -4.63235
H -1.71882 1.67024 -6.02698
H -2.45539 2.64786 -4.74085
H -0.16656 -0.35068 -3.61086
H 1.24369 0.43780 -4.40407
H -0.18578 0.04675 -5.39866
H -0.27449 3.83267 -4.81918
H 0.99133 2.74799 -5.52280
H 1.10344 3.15636 -3.86318
N 1.98691 -5.07233 1.31453
C 0.89574 -4.35215 1.65211
S 0.86975 -2.96903 2.60214
N -0.19860 -4.81209 1.09832
N -1.37919 -4.40152 1.65493
C -2.36807 -5.30810 1.43534
C -3.70607 -5.08737 1.90208
C -4.70685 -6.00132 1.65229
C -5.97347 -5.92501 2.15112
C -6.22234 -4.80626 3.01582
C -5.21977 -3.81960 3.23651
C -3.99702 -3.93275 2.68130
O -3.04432 -3.03004 2.83543
H 2.83076 -4.59388 1.53886
H 1.90851 -5.60622 0.49735
H -2.05101 -6.11911 0.74202
H -4.33912 -6.93483 1.12534
H -6.74739 -6.71045 1.95602
H -7.25428 -4.73886 3.57031
H -5.39091 -2.90883 3.79765
```

The calculation puts the LUMO energy (spin up / spin down) at -0.037 / -0.036 Eh. As for the spin multiplicity: 3. The HOMO energy (spin up / spin down) comes out at -0.2061 / -0.2615 hartree.

---

The following is a DFT calculation (the ωB97M-V functional and the def2-TZVPD basis) of a molecular structure, C35H46Br2N9NaO5PS in a non-equilibrium geometry.

XYZ file:
```
100
C35H46Br2N9NaO5PS (the ωB97M-V functional and the def2-TZVPD basis)
Na 0.96158 1.35465 0.51581
S 4.43550 -1.32826 6.81753
N 4.37328 -1.97246 5.28881
C 3.64309 -1.12514 4.54375
C 3.31662 -1.26248 3.15461
C 3.70153 -2.31558 2.30684
C 3.29023 -2.28241 0.97901
C 2.51746 -1.20812 0.55363
N 2.13137 -0.17994 1.34656
C 2.52812 -0.22121 2.60871
C 2.08789 0.85078 3.30777
N 1.37231 1.66857 2.55200
C 0.88050 2.77842 3.15321
C 1.07927 3.10234 4.49036
C 1.83249 2.23620 5.27499
C 2.35651 1.07575 4.67934
C 3.15142 0.07223 5.32455
N 3.54089 0.05481 6.61073
H 4.30660 -3.13719 2.68000
H 3.56306 -3.07272 0.28829
H 2.17438 -1.14214 -0.47588
H 0.29812 3.42719 2.50381
H 0.65510 4.00957 4.90646
H 2.01171 2.45199 6.32464
Br 3.23357 1.97932 -0.38283
C 2.83505 3.80548 0.01877
Br 1.08200 3.85977 0.77974
H 2.84942 4.39085 -0.90142
H 3.55705 4.18352 0.74366
O 0.11019 -0.38111 1.08093
O -0.43169 -1.48588 1.44064
O -0.92938 1.90349 1.02815
P -2.19645 1.08705 1.00155
N -2.13739 -0.10544 2.10983
C -2.98309 -1.27776 2.22495
C -2.94409 -1.69473 3.68692
C -1.63084 -1.13018 4.17540
C -1.53126 0.17261 3.40848
N -3.49371 2.01009 1.37122
C -4.88055 1.58905 1.34416
C -5.65437 2.83303 1.73735
C -4.87707 3.93443 1.05338
C -3.43810 3.44709 1.10589
N -2.46066 0.46945 -0.48058
C -3.26766 -0.67428 -0.85472
C -3.54016 -0.53513 -2.34453
C -2.39542 0.32195 -2.83288
C -2.16936 1.26352 -1.66742
H -2.57466 -2.08312 1.60588
H -4.01677 -1.10695 1.92007
H -3.00817 -2.77873 3.81788
H -3.77474 -1.23075 4.23293
H -0.80679 -1.80039 3.90209
H -1.61432 -0.98434 5.25911
H -0.48849 0.49175 3.31717
H -2.09260 0.96056 3.92370
H -5.08996 0.78016 2.04673
H -5.17507 1.27350 0.33817
H -5.63101 2.97309 2.82505
H -6.69929 2.79759 1.41598
H -5.01279 4.90461 1.53964
H -5.20337 4.02400 0.00993
H -2.89360 3.94438 1.91567
H -2.93069 3.67839 0.16373
H -4.21441 -0.73154 -0.31301
H -2.70596 -1.59584 -0.67091
H -4.49108 -0.01259 -2.50575
H -3.58682 -1.50074 -2.85634
H -2.63368 0.84934 -3.76084
H -1.50623 -0.29705 -3.00329
H -2.85926 2.11237 -1.72957
H -1.14476 1.64724 -1.67060
O -0.24289 2.04388 -0.77244
C 1.07652 -3.90917 -5.84815
C 1.41776 -2.43030 -5.71613
N 2.78140 -2.21632 -5.21588
C 3.87172 -2.41350 -6.17868
C 4.10560 -1.18749 -7.05102
C 3.12156 -1.59504 -4.00569
O 4.26966 -1.22152 -3.76230
C 2.11654 -1.33923 -2.94987
C 1.15986 -2.26657 -2.53858
C 0.28698 -1.93732 -1.50120
C 0.42827 -0.70406 -0.88238
N 1.37176 0.19980 -1.22107
C 2.19782 -0.14270 -2.24421
H 0.03051 -4.03240 -6.14515
H 1.23349 -4.44524 -4.90785
H 1.69635 -4.39619 -6.60747
H 0.68658 -1.93490 -5.07425
H 1.33233 -1.94703 -6.69545
H 3.64874 -3.28358 -6.80348
H 4.79442 -2.64507 -5.63448
H 3.22545 -0.95964 -7.66046
H 4.94853 -1.35944 -7.72743
H 4.32820 -0.30345 -6.44504
H 1.09755 -3.24701 -2.99561
H -0.47695 -2.63340 -1.17141
H -0.22585 -0.40717 -0.06711
H 2.95753 0.59808 -2.48281
```

The calculation puts the LUMO energy (spin up / spin down) at 0.071 / 0.072 Eh. As for the spin multiplicity: 1. The HOMO energy (spin up / spin down) comes out at -0.1096 / -0.0868 hartree. The net charge is -1.

---

Calculated E_tot, -4396.4052 -8279.7291 a.u. (same order as the records).